A structure of composition C33H21Cl3CoF3N2OPS, computed with ωB97M-V with the def2-TZVPD basis set.

XYZ file:
```
66
C33H21Cl3CoF3N2OPS | the Open Molecules 2025 dataset | ωB97M-V with the def2-TZVPD basis set
Co 1.2882 -0.1737 0.7204
F 2.9936 1.2787 5.5679
C 1.9383 2.0723 5.3220
F 1.4542 2.4435 6.5303
F 2.4005 3.1902 4.7421
C 0.8817 1.3867 4.5023
C -0.3643 1.1655 5.0456
C -1.3471 0.5195 4.3015
C -1.0160 0.1237 3.0224
N 0.1805 0.3314 2.4805
C 1.1638 0.9482 3.1852
S 2.6622 1.0759 2.3618
H -0.5698 1.4974 6.0540
H -2.3317 0.3318 4.7021
H -1.7347 -0.3869 2.3907
Cl 1.1362 -4.2067 -3.6330
C 1.9410 -4.1072 -2.1010
C 3.0153 -4.9215 -1.8434
C 3.6069 -4.8818 -0.5876
Cl 4.9878 -5.8946 -0.3070
C 3.1074 -4.0903 0.4792
C 3.6006 -4.1258 1.7826
C 3.0367 -3.3050 2.7599
C 2.0344 -2.4414 2.4022
N 1.5449 -2.3451 1.1418
C 2.0242 -3.1811 0.2085
C 1.5261 -3.1864 -1.1118
O 0.3050 -2.4128 -1.3507
H 3.3866 -5.5871 -2.6082
H 4.4114 -4.7983 2.0209
H 3.3916 -3.3208 3.7801
H 1.6057 -1.7549 3.1194
Cl 0.5562 2.1647 -0.3720
C 2.0832 2.5301 -1.1403
C 2.4341 3.8573 -1.2903
C 3.6437 4.1621 -1.8978
C 4.4781 3.1491 -2.3449
C 4.1064 1.8228 -2.1839
C 2.8973 1.4883 -1.5773
P 2.3952 -0.2286 -1.2171
C 1.2003 -0.5162 -2.5871
C 0.2025 -1.4605 -2.4506
C -0.9099 -1.5755 -3.2512
C -1.0374 -0.6834 -4.3062
C -0.0460 0.2617 -4.5274
C 1.0465 0.3426 -3.6794
C 3.8644 -1.2094 -1.6186
C 4.1082 -1.7821 -2.8642
C 5.2326 -2.5700 -3.0569
C 6.1175 -2.7869 -2.0092
C 5.8782 -2.2163 -0.7675
C 4.7512 -1.4352 -0.5679
H 1.7774 4.6338 -0.9254
H 3.9345 5.1979 -2.0112
H 5.4241 3.3885 -2.8113
H 4.7652 1.0317 -2.5190
H -0.4988 -2.9622 -1.3082
H -1.6406 -2.3581 -3.0877
H -1.8977 -0.7461 -4.9577
H -0.1295 0.9508 -5.3564
H 1.7875 1.1142 -3.8427
H 3.4117 -1.6318 -3.6813
H 5.4094 -3.0237 -4.0236
H 6.9866 -3.4146 -2.1566
H 6.5561 -2.3976 0.0561
H 4.5447 -1.0182 0.4132
```

Output
Energy relative to the best compared isomer or geometry (same formula, charge and spin) ... 111.47 kcal per mole
Expectation value of S² ... 3.8006
Multiplicity ... 4
Largest force on an atom ... 0.431 eV Å⁻¹
Kohn-Sham gap (alpha / beta) ... 5.07 / 6.55 eV
E_HOMO (alpha / beta) ... -5.31 / -6.86 eV

---

A cluster of 16 separate species, C59H142N16O22 in total at a distorted geometry, computed with ωB97M-V with the def2-TZVPD basis set.

XYZ file:
```
239
C59H142N16O22 | the Open Molecules 2025 dataset | ωB97M-V with the def2-TZVPD basis set
C -17.1137 -19.1767 22.1673
C -16.7917 -20.3131 21.2394
O -17.4060 -20.4463 20.1553
N -15.7905 -21.3613 21.7095
H -15.7493 -21.5018 22.7089
H -16.1010 -22.2835 21.4391
C -14.3077 -21.1276 21.2361
H -17.5765 -19.4910 23.1028
H -17.5374 -18.3987 21.5323
H -16.1474 -18.7216 22.3849
H -13.8901 -20.2904 21.7953
H -14.2404 -20.9628 20.1607
H -13.7716 -22.0737 21.3099
C -20.1502 -22.5450 14.2652
C -20.7309 -21.3157 13.6060
O -21.7687 -20.8375 14.0038
N -20.0437 -20.9244 12.3086
H -19.1606 -21.3338 12.0391
H -20.5099 -21.3877 11.5418
C -19.7600 -19.3993 12.1049
H -19.2958 -22.1539 14.8175
H -19.8793 -23.2046 13.4408
H -20.8577 -23.0270 14.9399
H -20.7812 -19.0364 12.2217
H -19.3913 -19.3717 11.0795
H -19.1787 -19.0492 12.9579
C -19.8385 -11.8777 25.2428
C -20.2771 -13.1583 24.4961
O -21.4581 -13.3772 24.1327
N -19.1489 -13.9673 23.8188
H -18.6316 -13.2369 23.3509
H -18.6568 -14.2560 24.6522
C -19.6567 -15.2469 23.1044
H -20.6985 -11.3897 25.7015
H -19.1937 -11.2298 24.6490
H -19.2548 -12.1906 26.1086
H -19.9829 -15.8363 23.9613
H -18.8618 -15.6762 22.4945
H -20.5524 -15.0510 22.5150
C -23.2685 -20.3400 20.3470
C -22.3111 -20.9550 19.3828
O -22.0151 -20.5715 18.2517
N -21.6028 -22.2257 19.8424
H -21.9127 -22.4926 20.7659
H -21.7361 -22.9598 19.1617
C -20.0894 -21.9464 19.9558
H -23.9414 -21.0633 20.8077
H -23.9075 -19.5173 20.0262
H -22.7108 -19.9196 21.1838
H -19.8072 -22.8630 20.4736
H -19.8364 -21.1314 20.6339
H -19.6071 -21.8954 18.9796
C -15.9217 -12.9759 18.8904
C -15.6489 -11.7318 18.0077
O -15.8524 -11.7364 16.8008
N -14.8868 -10.5606 18.6882
H -14.7743 -10.8218 19.6573
H -13.9916 -10.5541 18.2206
C -15.7348 -9.2252 18.5837
H -16.3033 -13.8061 18.2960
H -16.6457 -12.7442 19.6716
H -14.9879 -13.3815 19.2798
H -16.7846 -9.4198 18.8030
H -15.6914 -8.9476 17.5306
H -15.2380 -8.5606 19.2905
C -22.9065 -10.9864 18.9776
C -22.4887 -9.8513 19.8822
O -23.3065 -9.0982 20.3832
N -20.9521 -9.5672 19.9916
H -20.4052 -10.3919 19.7896
H -20.6138 -8.9935 19.2323
C -20.5108 -8.9737 21.3551
H -22.1984 -11.1061 18.1576
H -23.9063 -10.7887 18.5911
H -23.0037 -11.9544 19.4692
H -20.6125 -9.7133 22.1493
H -21.1966 -8.1591 21.5878
H -19.4422 -8.8250 21.2000
C -24.6471 -17.9635 16.4816
C -23.7269 -18.5395 15.3841
C -23.1795 -17.5762 14.3219
C -24.4045 -16.9107 13.5894
N -24.0177 -15.8851 12.4464
C -23.1518 -14.7426 13.0044
C -23.5067 -13.5013 12.2963
C -24.6604 -13.8011 11.4491
C -25.2760 -15.0953 11.9851
C -23.5137 -16.6958 11.1798
H -25.3744 -17.2209 16.1534
H -24.0144 -17.4360 17.1954
H -25.1074 -18.8094 16.9923
H -24.1999 -19.4312 14.9727
H -22.8849 -18.9288 15.9562
H -22.7193 -18.1144 13.4932
H -22.4692 -16.9306 14.8383
H -24.9623 -16.2493 14.2524
H -25.0893 -17.6494 13.1730
H -22.1430 -15.0112 12.6908
H -23.2742 -14.8082 14.0855
H -22.6408 -13.2394 11.6883
H -23.7872 -12.6938 12.9725
H -24.4159 -14.0262 10.4110
H -25.4095 -13.0106 11.4947
H -25.9205 -15.6656 11.3162
H -25.8378 -14.7809 12.8647
H -23.1651 -15.8229 10.6280
H -24.3731 -17.1263 10.6659
H -22.6962 -17.3467 11.4900
C -16.7221 -22.6593 17.2555
C -15.2913 -22.7743 16.8849
C -14.6256 -21.5206 16.6581
C -13.1717 -21.8040 16.2450
N -12.6834 -21.0382 15.0236
C -13.2043 -21.6764 13.7212
C -12.3362 -21.1980 12.5035
C -10.9205 -21.1216 13.1986
C -11.1347 -21.2132 14.7428
C -12.8755 -19.4787 15.0567
H -17.3419 -22.3604 16.4101
H -16.8466 -21.8917 18.0193
H -17.0784 -23.5798 17.7180
H -15.1979 -23.3661 15.9743
H -14.7562 -23.3075 17.6707
H -14.7912 -20.9392 17.5651
H -15.1793 -20.8497 16.0013
H -12.9706 -22.8241 15.9178
H -12.4852 -21.4208 16.9999
H -14.2820 -21.5157 13.6920
H -13.0959 -22.7535 13.8484
H -12.5593 -20.2292 12.0565
H -12.2738 -21.8899 11.6636
H -10.5150 -20.1502 12.9159
H -10.1762 -21.8565 12.8921
H -10.5575 -20.6440 15.4714
H -10.9435 -22.2636 14.9626
H -13.9453 -19.3458 15.2179
H -12.5922 -19.0105 14.1141
H -12.3444 -19.0649 15.9139
C -23.3638 -15.4018 20.1491
C -22.4257 -15.2899 18.9821
C -21.3020 -16.3099 18.9766
C -20.3138 -16.3058 17.7332
N -19.0504 -17.1801 17.8608
C -18.2688 -17.0835 16.5443
C -17.5290 -18.4085 16.2589
C -18.3877 -19.4377 17.0208
C -19.4204 -18.6955 17.8629
C -18.1544 -16.8648 19.1161
H -23.6059 -16.4585 20.2620
H -24.2421 -14.8267 19.8560
H -22.9248 -15.0076 21.0656
H -22.0181 -14.2832 19.0748
H -23.0583 -15.5632 18.1376
H -21.6861 -17.3222 19.1020
H -20.7990 -15.9806 19.8858
H -19.8444 -15.3302 17.6067
H -20.8366 -16.5028 16.7973
H -17.6136 -16.2166 16.4586
H -18.9034 -17.1241 15.6591
H -16.4968 -18.3441 16.6032
H -17.5984 -18.6229 15.1925
H -17.7078 -19.8558 17.7631
H -18.8091 -20.2647 16.4493
H -19.5236 -19.0160 18.8995
H -20.4154 -18.7695 17.4241
H -18.8220 -16.7354 19.9680
H -17.5937 -15.9561 18.8972
H -17.4196 -17.6697 19.1025
C -20.5028 -12.7181 15.7022
C -19.0578 -12.5613 15.2233
C -18.9997 -12.2848 13.7352
C -17.5138 -12.2585 13.1400
N -17.5828 -12.1784 11.5544
C -18.1513 -13.4455 10.9290
C -17.7173 -13.4209 9.4273
C -16.4146 -12.6292 9.4725
C -16.1429 -12.2341 10.9554
C -18.4133 -10.9600 11.1609
H -20.9887 -11.7426 15.6828
H -20.6546 -13.1314 16.6993
H -21.0349 -13.3914 15.0301
H -18.4631 -13.4504 15.4330
H -18.5827 -11.7546 15.7816
H -19.4826 -11.3098 13.6694
H -19.6249 -12.9875 13.1843
H -17.0337 -13.1920 13.4334
H -16.9804 -11.3606 13.4520
H -19.2203 -13.6042 11.0710
H -17.7511 -14.3005 11.4737
H -18.4757 -13.1447 8.6947
H -17.3570 -14.4022 9.1185
H -16.5089 -11.8700 8.6960
H -15.5268 -13.2173 9.2403
H -15.6138 -11.3142 11.2044
H -15.6843 -13.0400 11.5283
H -19.4540 -11.2796 11.1072
H -18.0498 -10.6550 10.1797
H -18.3341 -10.1554 11.8920
C -11.6860 -15.0087 15.9402
N -13.0903 -14.8546 15.2673
C -13.9780 -14.2077 16.3046
C -12.7516 -13.9294 14.1123
C -13.5928 -16.2667 14.8138
C -14.6706 -16.2102 13.7681
O -15.8412 -15.5943 14.1891
H -11.6371 -15.8420 16.6412
H -11.3404 -14.0724 16.3782
H -10.8642 -15.1790 15.2446
H -15.0403 -14.2914 16.0749
H -13.8293 -13.1284 16.3379
H -13.7308 -14.6167 17.2843
H -13.6490 -13.7230 13.5291
H -11.9908 -14.2817 13.4158
H -12.3457 -13.0072 14.5279
H -13.8510 -16.7285 15.7668
H -12.6927 -16.8262 14.5593
H -14.9243 -17.2487 13.5554
H -14.3983 -15.9234 12.7523
H -16.5905 -15.8875 13.6653
N -19.4685 -16.2485 12.8010
O -20.2462 -16.2725 13.7009
O -18.2681 -16.2074 13.0253
O -19.8166 -16.3868 11.6364
N -20.1462 -19.0610 22.9263
O -20.3370 -18.2744 22.0119
O -19.7876 -18.7051 24.0441
O -20.3514 -20.2521 22.7472
N -19.5505 -12.8864 20.2790
O -20.3603 -12.5745 21.1506
O -18.9957 -13.9525 20.2417
O -19.2318 -11.9708 19.5262
N -16.7732 -20.5284 12.9752
O -17.1610 -21.0364 11.9597
O -15.8353 -19.7842 12.9229
O -17.1214 -20.9401 14.0306
N -14.5554 -17.6710 18.8422
O -13.9431 -18.3219 18.0227
O -14.7405 -18.1829 19.9092
O -14.9343 -16.5345 18.5544
```

Output
Charge ... +6
Multiplicity ... 1
Largest force on an atom ... 6.613 eV Å⁻¹
Kohn-Sham gap ... 6.37 eV
E_HOMO ... -17.83 eV

---

A structure of composition C32H49NO2P2SSnTe, computed with ωB97M-V with the def2-TZVPD basis set.

XYZ file:
```
89
C32H49NO2P2SSnTe | the Open Molecules 2025 dataset | ωB97M-V with the def2-TZVPD basis set
Sn 0.2727 0.2779 0.4289
C -1.4013 -2.9730 2.1153
C -1.5916 -1.7903 3.0567
C -0.3998 -1.6246 4.0039
P -1.8098 -0.2157 2.1541
C -2.3821 1.0534 3.3568
C -3.3705 0.5455 4.4046
C -2.9344 2.2564 2.6007
C -3.1379 -0.4730 0.9391
C -4.3691 -0.9823 1.3020
C -5.4218 -1.0426 0.3879
C -5.2516 -0.5554 -0.9063
C -4.0304 -0.0692 -1.3126
C -2.9248 -0.0715 -0.4203
N -1.6894 0.3243 -0.7886
C -1.3511 0.7350 -2.1055
C -1.6331 -0.0434 -3.2261
C -1.1974 0.3730 -4.4734
C -0.4851 1.5564 -4.6078
C -0.1918 2.3208 -3.4888
C -0.6080 1.9229 -2.2207
P -0.3002 2.8555 -0.6812
C -1.5576 4.2028 -0.7441
C -1.4587 5.1251 0.4703
C -2.9701 3.6580 -0.9349
C 1.3749 3.6124 -0.8173
C 1.4681 4.9214 -1.6050
C 1.9829 3.7955 0.5781
H -1.2960 -3.8851 2.7031
H -2.2494 -3.1095 1.4430
H -0.4996 -2.8614 1.5134
H -2.4994 -1.9514 3.6454
H 0.5216 -1.4514 3.4389
H -0.5239 -0.8004 4.7070
H -0.2608 -2.5337 4.5894
H -1.4588 1.3642 3.8592
H -4.3216 0.2634 3.9521
H -2.9922 -0.2965 4.9810
H -3.5803 1.3507 5.1097
H -3.8980 2.0258 2.1424
H -3.0815 3.0891 3.2886
H -2.2519 2.5856 1.8161
H -4.5364 -1.3250 2.3147
H -6.3798 -1.4355 0.6980
H -6.0841 -0.5556 -1.5959
H -3.9119 0.3251 -2.3100
H -2.1667 -0.9780 -3.1193
H -1.4117 -0.2336 -5.3428
H -0.1490 1.8778 -5.5834
H 0.3712 3.2349 -3.6130
H -1.2832 4.7669 -1.6440
H -1.6730 4.5931 1.3962
H -0.4786 5.5887 0.5684
H -2.1909 5.9270 0.3742
H -3.2862 3.0483 -0.0870
H -3.6670 4.4922 -1.0158
H -3.0655 3.0641 -1.8445
H 1.9614 2.8384 -1.3334
H 0.8405 5.7026 -1.1787
H 2.4966 5.2829 -1.5648
H 1.2061 4.8151 -2.6557
H 1.5374 4.6415 1.1027
H 1.8653 2.9137 1.2140
H 3.0511 3.9880 0.4821
C 0.0226 -2.8112 -1.4077
O 0.7573 -2.2194 -0.3409
C 2.0280 -2.8534 -0.1552
C 2.5941 -2.4961 1.1931
O 2.6255 -1.0871 1.3190
C 3.4716 -0.6432 2.3725
H -0.1498 -3.8718 -1.2123
H 0.5556 -2.6976 -2.3556
H -0.9373 -2.3006 -1.4657
H 2.7003 -2.5457 -0.9626
H 1.8973 -3.9395 -0.2049
H 3.6042 -2.9150 1.2609
H 1.9979 -2.9348 2.0030
H 3.1805 -1.0896 3.3275
H 3.3763 0.4388 2.4336
H 4.5120 -0.8968 2.1582
Te 2.5088 0.0585 -2.7168
C 4.2025 1.1485 -2.4662
C 5.0546 1.6083 -3.4518
C 6.1417 2.3428 -2.9328
C 6.1072 2.4339 -1.5675
S 4.7415 1.6545 -0.9123
H 4.9009 1.4040 -4.5005
H 6.9243 2.7758 -3.5364
H 6.8243 2.9202 -0.9267
```

Output
Charge ... +2
Multiplicity ... 1
Largest force on an atom ... 0.379 eV Å⁻¹
Kohn-Sham gap (alpha / beta) ... 6.01 / 4.78 eV
E_HOMO (alpha / beta) ... -12.54 / -12.63 eV

---

The molecule C3H3Cl2F, computed with ωB97M-V with the def2-TZVPD basis set.

XYZ file:
```
9
C3H3Cl2F | the Open Molecules 2025 dataset | ωB97M-V with the def2-TZVPD basis set
C -0.3784 -0.5876 0.3956
C -0.9217 0.2446 -0.6989
C 1.0813 -0.1411 0.5452
F 1.2340 1.1009 1.0395
Cl -1.3657 1.8500 -0.3808
Cl 2.2385 -0.4738 -0.6777
H -0.8812 -0.3975 1.3437
H -0.3937 -1.6453 0.1481
H -0.6129 0.0498 -1.7146
```

Output
Energy relative to the best compared isomer or geometry (same formula, charge and spin) ... 55.46 kcal per mole
Multiplicity ... 1
Largest force on an atom ... 0.698 eV Å⁻¹
Kohn-Sham gap (alpha / beta) ... 8.31 / 8.39 eV
E_HOMO (alpha / beta) ... -8.43 / -8.37 eV

---

A cluster of 2 separate species, C4H8NPS in total, computed with ωB97M-V with the def2-TZVPD basis set.

XYZ file:
```
15
C4H8NPS | the Open Molecules 2025 dataset | ωB97M-V with the def2-TZVPD basis set
C 2.5570 0.1175 0.1090
C -1.0224 -0.8310 0.0206
C -2.0678 1.3864 0.2991
C -1.2572 0.2080 0.7613
N -0.9852 -1.8663 -0.6157
P 3.1653 -1.5648 0.3627
S 3.4921 1.3985 -0.2265
H 1.4987 0.2664 0.3163
H -3.0456 1.3825 0.7818
H -2.2155 1.3565 -0.7778
H -1.5639 2.3164 0.5610
H -0.8807 0.2374 1.7724
H -0.2386 -2.0643 -1.2713
H 2.2653 -2.1722 -0.5053
H 4.2046 -1.4997 -0.5562
```

Output
Energy relative to the best compared isomer or geometry (same formula, charge and spin) ... 55.16 kcal per mole
SMILES string ... CC=C=N.PC=S
Multiplicity ... 1
Largest force on an atom ... 0.725 eV Å⁻¹
Kohn-Sham gap ... 8.08 eV
E_HOMO ... -8.63 eV

---

A structure of composition C5H12NiO3 at a distorted geometry, computed with ωB97M-V with the def2-TZVPD basis set.

XYZ file:
```
21
C5H12NiO3 | the Open Molecules 2025 dataset | ωB97M-V with the def2-TZVPD basis set
O 1.1128 -1.8394 -0.9449
C 2.2048 -1.2819 -0.3090
C 1.8911 -0.0768 0.5715
O 1.6645 1.1124 -0.1608
C 0.4839 1.3269 -0.8860
C -0.8004 1.3392 -0.0846
O -1.3133 0.0263 0.1565
C -2.4898 0.0360 0.9585
H 2.9683 -0.9576 -1.0471
H 2.7164 -2.0190 0.3458
H 2.7615 0.1427 1.2060
H 1.0521 -0.3040 1.2529
H 0.4270 0.6303 -1.7382
H 0.5866 2.3286 -1.3252
H -1.5656 1.9052 -0.6373
H -0.6345 1.8321 0.8857
H -2.8401 -0.9979 1.0519
H -2.2586 0.4428 1.9524
H -3.2666 0.6463 0.4767
H -2.0024 -2.6385 -1.0261
Ni -0.6978 -1.6538 -0.6987
```

Output
Energy relative to the best compared isomer or geometry (same formula, charge and spin) ... 0.00 kcal per mole
Expectation value of S² ... 2.0071
Multiplicity ... 3
Largest force on an atom ... 1.936 eV Å⁻¹
Kohn-Sham gap (alpha / beta) ... 9.57 / 8.85 eV
E_HOMO (alpha / beta) ... -8.93 / -8.86 eV